ORCA calculation (ωB97M-V with the def2-TZVPD basis set) on a structure of composition C16H30Cl2F3NiO8S3 in a non-equilibrium geometry.

Output
Kohn-Sham gap (alpha / beta) = 7.730 / 7.734 eV
LUMO (alpha / beta) = 2.47 / 2.47 eV
molecular weight = 633.20 g/mol
HOMO (alpha / beta) = -5.26 / -5.27 eV
total charge = -1
relative energy (zero: lowest compared OMol25 entry of this formula, charge and spin) = 0.0 kJ/mol
multiplicity = 3

Last column: Mulliken spin population.
Element x y z (Å)
Ni  0.79  -0.39  0.86  1.805
Cl  2.85  0.11  -0.27  0.053
Cl  1.97  -1.22  3.10  0.052
S  0.90  -3.48  -0.75  0.008
S  -0.42  0.84  -2.23  0.009
S  0.89  2.45  2.71  0.007
F  -4.41  0.72  1.15  0.000
F  -3.24  0.67  3.01  0.000
F  -2.45  1.70  1.25  0.000
O  -0.56  0.26  -3.57  0.002
O  0.48  3.83  2.54  0.004
O  -2.70  -0.94  -0.18  -0.001
O  0.60  1.48  1.68  0.005
O  0.26  -4.68  -0.25  0.003
O  -0.15  0.03  -1.07  -0.003
O  0.82  -2.24  0.00  0.013
O  -1.18  -0.80  1.49  0.032
C  -3.19  -2.20  -0.50  0.001
C  -1.64  3.25  -2.64  0.000
C  2.67  -3.78  -1.16  0.000
C  -0.17  3.60  -2.27  0.000
C  2.82  -3.62  -2.67  0.000
C  -3.58  -2.23  -1.98  0.000
C  2.69  2.39  3.00  0.001
C  -1.93  1.90  -2.06  0.000
C  0.49  1.76  4.32  0.001
C  -3.14  0.59  1.67  -0.005
C  1.74  -2.62  -3.17  -0.001
C  0.70  2.32  -2.29  0.001
C  1.59  2.22  5.27  0.000
C  -2.46  -0.73  1.23  0.003
C  2.92  2.20  4.50  0.000
C  0.46  -3.07  -2.43  0.000
H  -2.19  3.97  -2.03  0.000
H  -2.81  1.35  -2.39  0.000
H  1.53  -2.87  -4.21  0.000
H  2.84  -4.82  -0.86  0.000
H  1.50  3.29  5.49  0.000
H  3.31  3.05  2.40  0.000
H  3.46  1.29  4.79  0.000
H  -2.08  1.94  -0.97  0.000
H  -3.00  -1.46  1.85  0.006
H  3.18  -3.11  -0.47  0.000
H  3.62  2.96  4.84  0.000
H  3.83  -3.24  -2.81  0.000
H  0.10  -3.97  -2.94  0.000
H  -3.98  -3.20  -2.31  0.000
H  -4.38  -1.52  -2.19  0.000
H  1.92  -1.58  -2.88  0.000
H  -0.51  1.99  4.68  0.000
H  -2.41  -2.97  -0.41  0.000
H  0.33  4.24  -2.99  0.000
H  -2.77  -2.12  -2.69  0.000
H  0.55  0.67  4.23  -0.001
H  2.75  -4.56  -3.21  0.000
H  2.92  1.44  2.50  0.000
H  -1.81  3.50  -3.68  0.000
H  1.15  2.20  -1.31  0.000
H  -0.13  4.10  -1.30  0.000
H  -0.31  -2.31  -2.51  0.001
H  1.40  2.25  -3.11  0.000
H  1.67  1.60  6.16  0.000
H  -4.11  -2.43  0.05  -0.001